[1]
Below is a gas-phase ion, C5H10N3 (charge +1) at a distorted geometry, with properties calculated with wB97M-V/def2-TZVPD.

LUMO energy: -4.7 eV
Gap between HOMO and LUMO: 10.110 eV
SMILES string: [H]/N=C1/C=C[N+](C)(C)N1
HOMO: -14.78 eV
Total charge: +1

Cartesian coordinates (Å):
N 0.417 0.307 0.275
N 0.427 -1.109 -0.024
N -1.391 -2.581 -1.391
C -1.583 -0.180 -1.021
C 1.533 0.941 -0.418
C -0.893 0.798 -0.340
C 0.293 0.640 1.677
C -1.031 -1.458 -0.963
H -2.554 0.048 -1.390
H 0.277 -1.627 0.928
H 1.430 0.734 -1.468
H -0.767 -3.337 -1.009
H 1.013 -0.056 2.081
H 0.723 1.682 1.949
H 1.317 2.102 -0.337
H -0.734 0.593 1.923
H -0.990 1.811 -0.477
H 2.514 0.692 0.006



[2]
Below is a molecular structure, C24H26CdClF3N4O4, with properties calculated with wB97M-V/def2-TZVPD.

LUMO energy: 4.4 eV
Gap between HOMO and LUMO: 5.066 eV
HOMO: -0.68 eV
Total charge: -2

Cartesian coordinates (Å):
Cd -0.362 -0.479 0.473
Cl 0.765 -4.778 -2.864
F -0.759 6.390 3.067
F -2.877 5.993 2.890
F -1.754 5.141 4.522
O 3.460 0.136 2.389
O 1.418 0.392 1.522
O 0.817 -2.251 1.852
O -2.346 1.854 -2.517
N -3.408 0.438 -1.080
N -2.334 -1.122 0.943
N -0.917 1.960 0.871
N 0.414 -0.944 -1.648
C -3.954 -1.825 2.596
C -4.325 -2.010 3.905
C -2.247 -1.120 4.662
C -1.406 4.215 2.375
C -0.228 4.099 1.659
C 2.641 -1.292 -2.558
C -0.025 2.941 0.923
C 2.132 -1.828 2.231
C -2.039 2.066 1.580
C -2.331 3.183 2.346
C -1.811 -0.473 -2.671
C 2.362 -0.295 2.030
C -2.665 -1.284 2.207
C -3.484 -1.676 4.979
C 2.365 -2.173 3.696
C -2.522 0.726 -2.056
C -0.300 -0.320 -2.799
C 1.843 -0.625 -1.686
C -1.847 -0.923 3.351
C -1.691 5.429 3.207
C 3.083 -2.584 1.313
C 0.290 -2.405 -1.691
C 1.081 -3.056 -2.586
C 2.203 -2.482 -3.194
H -1.573 -0.818 5.461
H -2.693 1.199 1.535
H 1.614 -1.688 4.326
H -3.139 -0.295 -0.336
H -2.047 -1.395 -2.137
H 2.290 -3.254 3.838
H 0.894 2.783 0.374
H 0.194 -2.092 2.578
H 2.819 -3.042 -3.882
H 3.066 -3.649 1.557
H 0.522 4.876 1.678
H 2.175 0.189 -1.055
H -0.427 -2.884 -1.040
H -3.248 3.227 2.918
H -2.256 -0.563 -3.667
H -0.033 0.737 -2.843
H 3.349 -1.824 4.003
H -3.789 -1.833 6.007
H -3.813 1.279 -0.688
H -4.625 -2.104 1.790
H -0.901 -0.414 3.160
H 3.666 -0.954 -2.681
H 2.768 -2.458 0.275
H 0.070 -0.813 -3.703
H 4.094 -2.194 1.430
H -5.305 -2.435 4.113



[3]
Below is C3H6N2O2S in the gas phase at a distorted geometry, with properties calculated with wB97M-V/def2-TZVPD.

LUMO energy: 0.5 eV
Gap between HOMO and LUMO: 9.359 eV
SMILES string: CO/N=C(\N)C(=O)S
HOMO: -8.85 eV

Cartesian coordinates (Å):
S -1.448 2.069 -1.144
O -2.768 0.878 0.792
O 1.410 -0.796 0.118
N 0.404 0.132 -0.213
N -1.045 -1.267 1.116
C 2.510 -0.310 -0.589
C -1.754 0.873 0.128
C -0.707 -0.210 0.396
H -0.407 -2.061 1.187
H -1.945 -1.309 1.578
H 2.703 0.716 -0.370
H 3.396 -0.923 -0.387
H -2.662 2.547 -0.940
H 2.313 -0.339 -1.673



[4]
Below is a molecular structure, C12H30IO3P2RuSi at a distorted geometry, with properties calculated with wB97M-V/def2-TZVPD.

Multiplicity: 6
LUMO energy (alpha / beta): -6.0 / -11.0 eV
Gap between HOMO and LUMO (alpha / beta): 7.771 / 3.828 eV
HOMO (alpha / beta): -13.81 / -14.85 eV
Total charge: +2

Cartesian coordinates (Å):
I -0.010 -0.955 -4.216
Ru 0.004 0.531 0.446
P 2.079 -0.028 -0.184
P -2.080 0.011 -0.182
Si -0.003 -0.402 3.368
O 0.017 1.795 -5.494
O -0.008 -1.026 1.865
O 0.030 3.267 -0.808
C -2.556 0.142 -1.936
C 2.557 0.098 -1.938
C 1.511 -1.029 4.311
C 0.000 0.016 -7.142
C -2.654 -1.670 0.310
C 0.020 2.187 -0.325
C -0.002 1.485 3.406
C 3.280 1.137 0.624
C -1.512 -1.028 4.318
C 2.623 -1.720 0.305
C 0.005 0.619 -5.746
C -3.259 1.199 0.624
H 1.378 -0.874 5.390
H 3.078 2.137 0.199
H -3.747 -1.775 0.232
H -0.001 1.801 4.464
H -3.040 2.195 0.197
H -3.076 1.208 1.713
H -2.304 -1.846 1.338
H -2.459 -0.549 4.038
H -3.648 0.181 -2.078
H 0.005 0.832 -7.887
H 2.106 1.027 -2.308
H -0.894 -0.605 -7.282
H 3.713 -1.846 0.223
H 0.885 -0.617 -7.283
H -4.299 0.908 0.395
H 3.650 0.118 -2.080
H -2.169 -2.385 -0.369
H -0.888 1.935 2.944
H 3.097 1.147 1.713
H 2.272 -1.890 1.334
H 2.458 -0.551 4.028
H -2.089 1.063 -2.307
H -2.125 -0.730 -2.454
H 2.111 -0.767 -2.457
H 2.121 -2.425 -0.373
H 0.886 1.932 2.943
H 4.315 0.827 0.394
H 1.666 -2.103 4.162
H -1.376 -0.875 5.396
H -1.667 -2.102 4.168



[5]
Below is 7 unconnected molecules or ions with the total composition C9H32N4O7 at a distorted geometry, with properties calculated with wB97M-V/def2-TZVPD.

LUMO energy: 0.0 eV
Gap between HOMO and LUMO: 8.794 eV
SMILES string: NC(N)=O.NC(N)=O.CCO.CCO.CO.CO.CO
HOMO: -8.83 eV

Cartesian coordinates (Å):
O -3.804 0.024 3.160
O -0.197 -1.864 -0.133
O 1.727 1.746 3.299
O 0.279 0.326 -1.921
O 3.938 1.271 -2.730
O -3.209 1.651 -0.796
O -1.959 -3.237 -1.425
N 2.561 2.138 1.194
N -0.431 2.515 -1.066
N 0.409 2.553 1.553
N 1.740 2.140 -1.518
C 1.425 -1.444 1.396
C -3.060 -3.442 -0.529
C 0.476 1.633 -1.563
C -2.742 0.433 -0.255
C -0.043 -1.266 1.114
C -2.796 -1.033 3.295
C 1.550 2.119 2.034
C 3.159 -0.859 -2.018
C 3.508 0.030 -3.225
H 2.341 2.024 0.143
H -0.219 3.577 -1.084
H 1.924 3.165 -1.631
H 0.232 -1.218 -0.827
H -0.408 2.485 2.173
H -1.883 -0.531 3.130
H 0.168 2.472 0.516
H 2.614 0.217 -3.896
H 4.271 -0.544 -3.759
H -1.456 2.232 -0.863
H 2.757 -0.282 -1.182
H -4.098 1.608 -0.504
H -0.664 -1.674 1.909
H -2.640 0.683 0.779
H 2.427 -1.549 -2.272
H -1.730 0.168 -0.669
H 2.524 1.572 -1.992
H -4.568 -0.332 3.682
H -1.295 -2.697 -0.903
H -3.366 -0.464 -0.507
H -0.376 -0.232 1.013
H -2.844 -1.442 4.263
H 1.580 -2.481 1.481
H 3.434 1.593 1.425
H 2.147 -1.127 0.711
H 1.605 -1.086 2.439
H -3.063 -1.690 2.427
H 4.061 1.878 -3.461
H -2.863 -4.139 0.248
H -3.958 -3.758 -1.089
H -3.308 -2.561 -0.013
H 4.121 -1.303 -1.553



[6]
Below is a molecular structure, C10H9Br2NOZr at a distorted geometry, with properties calculated with wB97M-V/def2-TZVPD.

LUMO energy: -9.6 eV
Gap between HOMO and LUMO: 5.502 eV
HOMO: -15.15 eV
Total charge: +2

Cartesian coordinates (Å):
Zr -1.328 0.583 -1.535
Br -1.391 2.165 3.372
Br 2.457 -1.818 4.206
O -1.291 1.148 0.400
N 0.318 -0.641 -0.692
C 2.124 -2.216 -0.431
C 0.539 0.121 3.427
C -0.226 0.926 2.582
C 2.202 -2.096 0.935
C -2.985 2.002 -3.657
C -0.332 0.655 1.203
C 0.495 -0.379 0.673
C 1.373 -1.149 1.521
C 1.225 -1.505 -1.218
C 1.352 -0.867 2.920
H -0.284 1.939 -1.937
H 1.257 -1.606 -2.297
H -3.457 2.937 -3.286
H -3.679 1.163 -3.690
H 2.826 -2.897 -0.890
H 0.490 0.253 4.506
H 2.927 -2.675 1.524
H -2.557 2.177 -4.680
H -2.054 1.778 -2.954



[7]
Below is 2 unconnected molecules or ions with the total composition C4H12ClN2 at a distorted geometry, with properties calculated with wB97M-V/def2-TZVPD.

LUMO energy: -4.5 eV
Gap between HOMO and LUMO: 8.167 eV
HOMO: -12.70 eV
Total charge: +1

Cartesian coordinates (Å):
Cl 0.623 -0.012 1.296
N -0.238 -0.533 -1.706
N -0.168 1.010 2.477
C 0.811 -1.217 -2.364
C -1.454 -1.217 -1.566
C -0.143 0.686 -1.228
C 0.777 1.551 3.399
H 0.351 2.445 3.930
H -2.317 -0.554 -1.121
H 0.886 0.943 4.339
H -1.840 -1.658 -2.462
H -0.943 1.404 -0.947
H 1.833 -0.922 -2.280
H 1.756 1.731 2.988
H 0.609 -1.087 -3.501
H -0.918 0.462 2.898
H 0.744 -2.231 -2.219
H -1.249 -1.953 -0.791
H 0.881 1.150 -1.142



[8]
Below is 9 unconnected molecules or ions with the total composition C43H51N7O4 at a distorted geometry, with properties calculated with wB97M-V/def2-TZVPD.

LUMO energy: 0.6 eV
Gap between HOMO and LUMO: 9.853 eV
SMILES string: CCOC(C)=O.CCOC(C)=O.c1ccncc1.c1ccncc1.c1ccncc1.c1ccncc1.c1ccncc1.c1ccncc1.c1ccncc1
HOMO: -9.30 eV

Cartesian coordinates (Å):
O -1.387 0.857 2.089
O -3.888 5.377 3.742
O -5.395 4.283 5.007
O 0.633 0.614 1.065
N -0.898 -4.371 -2.436
N 2.458 -0.649 4.592
N -5.173 -0.531 -1.238
N -0.054 3.048 -1.229
N 6.097 -2.973 -1.377
N 2.203 -0.649 -5.069
N 0.846 -3.891 0.987
C -5.737 -2.552 -2.436
C -2.301 -2.361 -2.398
C 2.156 0.648 -3.012
C 2.793 0.176 5.568
C 1.674 -1.670 -2.998
C 1.818 -0.437 -2.292
C 0.123 0.053 5.073
C -5.213 -1.232 -0.112
C -5.589 -1.146 -2.405
C -2.037 -2.095 -3.753
C 1.149 1.833 1.672
C -5.442 -2.602 -0.043
C 2.823 -4.351 -0.336
C 1.847 -1.728 -4.382
C -0.693 -4.093 -3.736
C 1.946 0.979 6.323
C 0.802 4.744 -2.788
C 1.664 -3.475 1.954
C 5.257 -0.904 -3.059
C 2.651 1.751 1.507
C -1.807 4.077 3.825
C 3.052 -3.416 1.849
C -3.215 4.172 3.290
C -0.198 4.390 -3.709
C -5.775 6.705 4.332
C 0.721 4.050 -1.535
C -1.016 -1.090 0.686
C -4.977 5.310 4.518
C 5.600 -3.228 -2.581
C 2.321 0.504 -4.399
C 5.665 -0.612 -1.738
C 0.578 0.977 6.000
C -5.694 -3.272 -1.279
C -0.657 0.200 1.329
C -1.235 -3.003 -4.429
C 3.656 -3.826 0.643
C 1.450 -4.308 -0.136
C -1.636 -3.470 -1.813
C 1.120 -0.746 4.429
C 6.119 -1.669 -0.953
C -0.961 2.709 -2.138
C -1.098 3.425 -3.328
C 5.207 -2.231 -3.453
H 3.171 2.707 1.687
H -6.416 6.450 3.519
H 2.621 1.265 -5.091
H -0.989 -2.812 -5.463
H -6.493 6.869 5.166
H -2.539 -1.273 -4.168
H -4.906 -0.687 0.763
H 1.685 -0.424 -1.200
H -5.508 -3.080 0.895
H -1.238 3.384 3.233
H 0.699 -4.671 -0.850
H 2.224 1.618 -2.474
H 4.940 -2.463 -4.468
H 5.654 0.450 -1.470
H 1.282 -2.566 -2.414
H -0.233 4.927 -4.680
H 0.662 2.708 1.235
H -3.133 4.237 2.200
H -1.734 -0.780 -0.046
H 2.883 1.432 0.499
H -5.142 7.563 4.216
H 6.236 -1.426 0.129
H 1.896 -2.638 -4.934
H -1.604 1.923 -1.935
H -1.451 -1.744 1.409
H 3.775 -3.006 2.586
H -0.136 1.649 6.460
H 2.976 0.978 2.180
H 1.155 -3.267 2.899
H 0.825 1.842 2.683
H -1.251 4.997 3.809
H -0.209 -1.621 0.168
H -5.708 -0.525 -3.241
H 0.772 -1.456 3.660
H -0.858 -0.092 4.777
H -5.911 -4.346 -1.178
H 4.729 -3.770 0.471
H -1.865 3.685 4.853
H -5.875 -3.062 -3.373
H -3.734 3.266 3.583
H 5.628 -4.257 -2.875
H 1.418 4.259 -0.727
H 3.868 0.129 5.769
H 1.602 5.402 -3.045
H 2.459 1.718 6.981
H -0.115 -4.776 -4.346
H 4.894 -0.151 -3.780
H -2.980 -1.702 -1.905
H 3.213 -4.754 -1.252
H -1.748 -3.736 -0.764
H -1.850 3.323 -4.033



[9]
Below is C29H29N3O6S in the gas phase at a distorted geometry, with properties calculated with wB97M-V/def2-TZVPD.

LUMO energy: 0.4 eV
Gap between HOMO and LUMO: 8.149 eV
SMILES string: CCOc1ccc(/C=C2/Sc3ccc(C(=O)N4CCN(C(=O)c5ccco5)CC4)cc3N(C)C2=O)cc1OC
HOMO: -7.79 eV

Cartesian coordinates (Å):
S -2.435 4.270 0.802
O -7.543 -1.041 1.049
O -3.241 2.008 -2.072
O 4.205 -2.533 1.084
O 4.208 4.068 -0.370
O -6.067 -3.050 -0.408
O 7.246 -1.754 -0.624
N -1.165 2.623 -1.428
N 4.541 -0.658 -0.113
N 3.910 2.012 0.501
C -2.994 2.711 0.168
C 5.339 0.415 -0.661
C 1.555 4.364 1.249
C -3.906 2.005 0.848
C 8.371 -2.476 -0.531
C -5.490 -1.848 -0.099
C -5.298 -4.086 -0.983
C -6.263 -0.900 0.602
C 6.357 -2.275 0.257
C 1.999 3.479 0.275
C 5.286 1.630 0.276
C -4.188 -1.503 -0.450
C 6.932 -3.339 0.909
C -4.418 0.693 0.499
C -0.712 3.986 0.544
C 8.240 -3.463 0.399
C 3.108 0.944 1.048
C 1.089 2.891 -0.592
C 3.466 3.227 0.099
C 3.164 -0.265 0.107
C -2.500 2.404 -1.194
C 4.969 -1.822 0.445
C -4.385 -4.776 0.026
C -3.655 -0.263 -0.164
C -0.277 3.146 -0.488
C 0.202 4.598 1.389
C -0.669 2.294 -2.749
C -8.220 -2.276 0.986
C -5.706 0.339 0.892
H -3.566 -2.214 -0.971
H 2.716 -0.006 -0.859
H 9.185 -2.195 -1.170
H -3.855 -5.592 -0.459
H 2.637 -1.114 0.543
H -3.660 -4.079 0.438
H -4.728 -3.717 -1.844
H -9.178 -2.096 1.475
H -4.976 -5.179 0.845
H 6.369 0.102 -0.802
H 8.978 -4.185 0.681
H 4.921 0.695 -1.635
H 6.457 -3.941 1.656
H -8.391 -2.595 -0.043
H -0.166 1.325 -2.755
H -4.303 2.438 1.758
H -2.634 -0.053 -0.441
H 2.266 4.851 1.899
H 2.080 1.275 1.189
H 1.452 2.229 -1.362
H 3.523 0.653 2.021
H 5.802 2.482 -0.168
H -7.681 -3.059 1.524
H 0.015 3.069 -3.094
H -6.046 -4.796 -1.349
H -6.327 1.044 1.422
H 5.754 1.377 1.235
H -0.167 5.262 2.155
H -1.531 2.239 -3.413



[10]
Below is 2 unconnected molecules or ions with the total composition H2N2O4S at a distorted geometry, with properties calculated with wB97M-V/def2-TZVPD.

LUMO energy (alpha / beta): -2.2 / -1.7 eV
Gap between HOMO and LUMO (alpha / beta): 8.577 / 8.026 eV
HOMO (alpha / beta): -10.80 / -9.71 eV

Cartesian coordinates (Å):
S -0.295 0.808 0.418
O -1.545 -1.184 -1.019
O -1.575 -1.354 1.172
O -0.520 1.709 -0.667
O -0.244 1.233 1.769
N 1.731 -0.363 -0.398
N -1.440 -0.901 0.105
H 1.759 -0.340 -1.369
H 2.128 0.391 -0.010